The following is a quantum chemistry calculation of a molecular structure, C41H72BaCl2N2O4S3 at a distorted geometry, from OMol25.

## Properties
**Frontier orbital gap**: 7.3 eV
**Spin multiplicity**: 1
**HOMO level**: -7.1 eV
**Energy relative to the best compared isomer or geometry (same formula, charge and spin)**: 0.000 eV

```
125
Properties=species:S:1:pos:R:3:forces:R:3:lowdin_charge:R:1
Ba 0.559 0.980 0.496 1.80 3.87 0.36 2.03
C -0.408 2.482 3.470 -0.08 -0.08 -0.06 -0.09
N -1.079 2.086 2.225 -1.14 0.53 0.99 -0.42
C -1.814 3.236 1.696 -0.04 -0.09 0.06 -0.11
C -1.977 0.951 2.510 -0.04 0.01 -0.17 -0.19
C -2.670 0.384 1.266 0.29 -0.01 0.04 -0.16
N -1.724 -0.103 0.235 -1.60 -0.88 -0.10 -0.30
C -1.494 -1.573 0.364 0.09 0.14 0.28 -0.12
C -1.074 -2.047 1.739 -0.09 -0.02 -0.07 -0.15
C -1.916 -2.897 2.443 -0.03 0.06 -0.03 0.00
C -1.579 -3.409 3.692 0.05 0.01 0.00 -0.17
C -0.333 -3.041 4.194 0.11 0.07 0.00 0.02
C 0.563 -2.202 3.523 0.12 -0.09 0.13 -0.08
C 0.190 -1.677 2.263 0.09 -0.01 -0.07 -0.33
O 0.948 -0.827 1.572 0.25 -3.63 2.11 -0.53
C 1.949 -1.889 4.120 -0.09 0.04 -0.16 -0.52
C 2.101 -0.375 4.356 -0.03 0.01 -0.01 -0.06
C 3.042 -2.387 3.154 -0.04 -0.02 -0.01 -0.05
C 2.181 -2.576 5.467 0.01 -0.05 0.07 -0.07
C -2.538 -4.348 4.433 0.07 0.09 -0.05 -0.56
C -2.714 -5.641 3.624 0.00 -0.07 -0.03 -0.05
C -3.906 -3.672 4.602 -0.04 0.05 0.01 -0.06
C -2.016 -4.718 5.822 0.04 -0.02 0.06 -0.07
C -2.248 0.210 -1.129 0.25 -0.09 -0.03 -0.13
C -1.535 -0.516 -2.251 -0.18 -0.06 0.04 -0.16
C -2.276 -1.361 -3.079 0.04 0.06 0.07 0.01
C -1.681 -2.097 -4.092 0.02 0.02 0.04 -0.17
C -0.294 -1.992 -4.204 0.12 0.01 0.00 0.02
C 0.494 -1.171 -3.402 0.07 -0.08 -0.09 -0.08
C -0.146 -0.371 -2.420 -0.03 0.16 -0.01 -0.34
O 0.501 0.505 -1.642 -0.52 -1.12 -3.66 -0.56
C 2.023 -1.168 -3.545 -0.03 0.10 0.10 -0.52
C 2.512 -2.113 -4.644 0.03 -0.06 -0.07 -0.07
C 2.525 0.242 -3.902 0.00 0.00 -0.03 -0.05
C 2.645 -1.655 -2.221 0.00 -0.06 -0.09 -0.05
C -2.457 -3.023 -5.033 0.09 -0.01 0.04 -0.56
C -3.961 -2.968 -4.772 -0.08 -0.01 0.03 -0.07
C -2.208 -2.608 -6.491 0.02 0.05 -0.05 -0.05
C -1.985 -4.474 -4.837 0.02 -0.01 0.03 -0.05
H -1.142 2.794 4.230 0.04 -0.04 0.00 0.10
H 0.270 3.312 3.276 0.00 -0.03 -0.03 0.08
H 0.173 1.645 3.868 -0.09 0.07 -0.08 0.07
H -2.622 3.551 2.377 0.03 -0.02 -0.06 0.10
H -2.244 3.017 0.715 0.05 0.01 0.10 0.08
H -1.122 4.071 1.572 -0.01 -0.05 0.07 0.05
H -2.753 1.251 3.233 0.00 0.00 -0.02 0.13
H -1.387 0.158 2.978 0.00 0.09 0.03 0.11
H -3.307 1.154 0.831 -0.03 0.02 -0.12 0.11
H -3.333 -0.423 1.597 -0.04 -0.01 -0.03 0.13
H -0.717 -1.849 -0.351 -0.02 0.05 -0.06 0.13
H -2.411 -2.102 0.077 -0.02 -0.05 -0.03 0.13
H -2.865 -3.166 1.983 0.07 0.03 0.05 0.11
H -0.037 -3.431 5.160 -0.01 0.04 -0.10 0.08
H 1.963 0.183 3.428 0.03 -0.07 0.11 0.04
H 3.099 -0.148 4.752 -0.12 -0.04 -0.04 0.08
H 1.359 -0.035 5.090 0.08 -0.03 -0.07 0.09
H 2.899 -1.966 2.158 0.01 -0.01 0.07 0.06
H 3.000 -3.479 3.076 0.01 0.11 0.01 0.09
H 4.036 -2.104 3.521 -0.10 -0.04 -0.01 0.08
H 1.456 -2.254 6.222 0.07 -0.03 -0.07 0.09
H 3.180 -2.311 5.830 -0.09 -0.04 -0.02 0.09
H 2.136 -3.667 5.383 0.00 0.11 0.01 0.09
H -3.098 -5.433 2.622 0.02 -0.02 0.07 0.08
H -3.417 -6.317 4.125 0.07 0.07 -0.05 0.08
H -1.756 -6.158 3.516 -0.07 0.03 0.00 0.09
H -4.372 -3.456 3.636 0.05 -0.01 0.08 0.07
H -3.803 -2.728 5.146 -0.02 -0.07 -0.03 0.09
H -4.587 -4.322 5.164 0.06 0.06 -0.06 0.08
H -1.066 -5.260 5.767 -0.10 0.06 0.01 0.09
H -2.741 -5.366 6.323 0.05 0.04 -0.02 0.08
H -1.870 -3.829 6.446 -0.02 -0.08 -0.05 0.09
H -2.178 1.300 -1.277 0.02 -0.10 0.10 0.13
H -3.307 -0.068 -1.179 -0.08 0.05 -0.01 0.12
H -3.345 -1.434 -2.903 0.08 0.02 -0.01 0.10
H 0.199 -2.593 -4.961 -0.06 0.07 0.09 0.09
H 2.122 -1.833 -5.628 0.05 -0.03 0.09 0.09
H 2.238 -3.154 -4.442 0.02 0.11 -0.03 0.09
H 3.605 -2.060 -4.692 -0.08 -0.02 -0.01 0.09
H 2.125 0.548 -4.876 0.05 -0.04 0.10 0.09
H 3.620 0.250 -3.963 -0.10 -0.01 0.00 0.08
H 2.212 0.975 -3.161 0.02 -0.05 -0.03 0.03
H 2.365 -2.698 -2.036 0.03 0.09 -0.03 0.10
H 2.300 -1.060 -1.379 0.00 0.03 0.01 0.04
H 3.740 -1.598 -2.273 -0.11 -0.01 0.00 0.08
H -4.356 -1.955 -4.902 0.03 -0.09 0.01 0.09
H -4.208 -3.309 -3.762 0.02 0.03 -0.09 0.08
H -4.476 -3.623 -5.479 0.00 0.03 0.03 0.08
H -2.542 -1.580 -6.659 0.03 -0.08 0.00 0.09
H -2.757 -3.265 -7.175 0.05 0.06 0.07 0.08
H -1.146 -2.663 -6.750 -0.11 0.00 0.03 0.08
H -2.131 -4.786 -3.799 0.01 0.01 -0.09 0.09
H -0.922 -4.584 -5.074 -0.11 0.02 0.03 0.08
H -2.550 -5.153 -5.486 0.06 0.07 0.05 0.08
C 2.614 7.752 -0.936 0.11 -0.14 0.07 -0.53
C 3.794 6.777 -0.903 -0.11 0.04 0.09 -0.54
S 3.461 5.007 -0.796 -0.14 0.05 -0.08 0.84
C 2.485 4.696 -2.291 -0.12 -0.04 0.11 -0.49
C 0.992 5.080 -2.308 0.20 0.02 0.10 -0.48
S 0.119 4.736 -0.757 0.16 -0.29 -0.14 0.84
C -0.898 6.206 -0.597 0.10 0.09 0.18 -0.52
C -0.152 7.552 -0.529 -0.02 -0.11 0.04 -0.53
S 1.401 7.595 0.411 -0.02 -0.05 0.02 0.85
H 2.077 7.653 -1.876 0.03 0.03 -0.03 0.05
H 3.013 8.765 -0.894 0.07 0.03 -0.08 0.07
H 4.427 6.967 -0.033 -0.01 0.07 -0.03 0.07
H 4.403 6.950 -1.793 0.05 0.06 0.03 0.08
H 2.585 3.618 -2.448 -0.05 0.04 -0.03 0.05
H 2.992 5.190 -3.123 -0.04 -0.10 -0.06 0.09
H 0.499 4.498 -3.083 0.04 0.05 -0.12 0.05
H 0.871 6.139 -2.529 0.01 -0.06 0.01 0.06
H -1.459 6.032 0.326 0.01 0.09 -0.07 0.06
H -1.617 6.239 -1.417 -0.06 0.05 0.04 0.08
H -0.812 8.291 -0.076 -0.07 0.02 -0.04 0.07
H 0.077 7.911 -1.530 -0.06 0.03 -0.01 0.06
O 2.045 2.888 1.432 0.58 1.16 0.37 -0.31
H 2.132 3.759 0.997 -0.01 -0.18 0.09 -0.04
H 2.910 2.712 1.821 0.04 0.00 -0.03 0.00
Cl 3.841 1.315 -0.740 0.24 -0.11 0.16 0.60
C 4.672 0.169 0.332 -0.07 0.16 0.09 -0.93
Cl 4.755 0.721 2.027 -0.10 0.03 -0.28 0.58
H 5.684 0.061 -0.021 0.16 -0.02 -0.06 0.03
H 4.136 -0.771 0.304 -0.12 -0.06 0.06 0.02
O -0.260 2.511 -3.493 -0.05 -0.15 -0.11 -0.07
H -0.571 1.912 -4.184 0.06 0.10 0.12 0.05
H 0.054 1.905 -2.790 -0.03 0.03 -0.03 0.00
```
Forces are in eV/Å.